Record 1
Entry from OMol25: a molecular structure, C35H58BiOP2 at a distorted geometry (wB97M-V/def2-TZVPD).

Geometry (Å):
H -3.338 -6.325 -2.421
H -3.630 1.806 2.107
C 0.883 2.709 0.687
H 1.358 -2.039 3.669
C 3.058 2.170 1.891
H 1.086 1.531 -2.544
C -0.323 1.678 4.638
H -5.345 -4.294 -0.984
H 1.248 4.013 -0.879
C -3.171 -0.860 1.236
H -2.447 -6.432 0.050
C -3.266 -4.464 -0.393
H 2.029 -0.401 3.519
C -1.460 -0.528 -3.748
C -0.903 -1.240 2.386
C -0.589 -2.540 1.764
C -4.627 -3.765 -0.343
H -0.741 2.668 4.413
C 0.799 3.001 -0.884
H 2.565 4.073 0.906
H -1.210 -3.346 2.191
H 5.469 0.978 3.691
H -2.580 -3.913 0.267
C 3.831 1.679 0.685
C -0.682 -1.830 -3.962
P 5.882 1.193 1.315
H 5.170 -0.893 0.231
H 0.536 -1.618 -2.183
H 6.217 -0.495 3.021
C -2.666 -4.394 -1.791
H -0.505 -1.945 -5.041
C 0.680 -1.756 -3.264
C -0.787 0.669 3.665
C 6.090 -0.300 0.273
H -0.895 0.325 -4.144
H 0.960 5.303 -2.463
H 2.537 1.344 2.414
H 3.759 2.602 2.626
H -2.599 2.737 3.221
C -1.663 -4.120 -4.413
C -0.061 5.667 -2.631
H -1.377 2.663 -0.640
H -3.678 -5.868 1.198
C 5.454 0.276 2.849
C -0.693 3.154 -1.353
H 0.061 5.082 0.548
H -4.547 -2.730 -0.694
C -0.786 5.612 0.094
C 1.649 2.371 -2.087
C -0.111 -0.539 3.342
H -2.425 -0.575 -4.264
H -0.801 -2.517 0.682
H 1.654 3.774 2.381
H 3.519 1.436 -2.587
H 1.678 3.150 -2.864
C -2.329 -5.282 -4.019
H -2.770 -1.279 0.299
C -2.076 -0.471 2.141
C 1.177 -0.985 3.908
C -2.002 0.705 2.933
H 4.358 2.571 0.283
H -4.172 -6.443 -0.408
C -3.042 1.752 3.030
H -3.812 -1.634 1.691
H 1.241 -2.684 -3.421
H -0.833 2.688 -2.344
H -2.470 -6.094 -4.733
H -0.630 1.417 5.664
C -1.462 -3.074 -3.537
H -3.744 1.544 3.854
H 1.181 -0.873 5.003
H -1.284 -4.023 -5.435
C -2.817 -5.410 -2.717
H 3.683 2.871 -1.575
C -3.396 -5.893 0.139
H 6.379 0.008 -0.736
C 3.083 1.957 -1.721
H -0.084 2.890 1.175
Bi 1.081 0.789 -0.021
H -3.810 -0.003 0.992
H 4.462 -0.188 2.777
H -5.019 -3.757 0.682
H -0.355 5.456 -3.668
C 2.049 3.279 1.476
C 3.135 1.020 -0.471
H 6.902 -0.899 0.703
H -0.095 6.754 -2.478
C -1.948 -3.184 -2.174
O -1.731 -2.259 -1.338
H 0.462 -2.812 1.913
H -1.643 -0.385 -2.677
P -1.334 4.909 -1.523
H 0.773 1.759 4.636
H -1.646 5.546 0.773
H 1.274 -0.921 -3.658
H 3.537 0.029 -0.752
H -0.539 6.671 -0.049

Results
Total charge: +1
Orbital gap (alpha / beta), eV: 5.4 / 5.5
LUMO (alpha / beta), eV: -4.22 / -4.22
Total energy, eV: -63689.550
2S+1: 1
Energy relative to the best compared isomer or geometry (same formula, charge and spin), kJ/mol: 22.14


Record 2
Entry from OMol25: a molecular structure, C35H60B5F20N7O3 at a distorted geometry (wB97M-V/def2-TZVPD).

Geometry (Å):
H -5.501 2.177 0.617
F -1.242 -2.243 1.569
H 0.927 0.791 2.402
F -0.669 2.604 2.309
F -3.857 1.195 5.215
H -0.125 4.402 -1.628
C 5.621 -1.930 -7.226
C 0.534 0.159 5.395
C 3.623 -1.526 -5.809
N 5.055 -3.036 -7.785
H 2.430 -2.480 -3.591
H -3.320 -0.867 7.496
H 0.268 -2.222 -5.382
C 1.256 1.742 2.794
N 1.579 0.673 -2.749
F -3.033 -2.700 0.396
F -0.561 -3.201 3.844
H 2.093 5.367 3.719
C -2.015 0.996 6.223
H -2.956 -3.600 -3.460
H -1.361 -1.951 -0.182
C 2.278 -1.421 -3.736
H 2.292 2.243 0.990
F -2.272 2.929 3.987
N -1.460 2.113 -1.703
H -1.620 2.744 5.127
H -1.790 -1.297 2.218
H 0.334 0.805 -1.020
H -0.974 5.055 -0.122
H 0.372 -1.922 -0.540
F -3.137 -0.953 1.781
H -1.365 -1.782 -2.813
H -4.410 2.313 2.147
H 2.279 5.517 1.148
C 2.854 -0.812 -4.787
H 5.667 -4.850 -8.677
H -0.689 -3.330 -6.283
H 3.920 4.971 1.861
C -0.499 -2.569 -0.435
H 1.985 1.451 -0.792
H -2.196 0.091 4.216
N -2.298 -4.134 -4.009
C 0.087 1.411 4.947
H -2.855 3.682 0.989
H -0.746 2.607 0.096
H -2.180 -5.027 -3.551
H -1.975 1.298 -1.401
H 1.517 -0.140 5.060
H 1.211 -0.414 0.552
C -1.018 4.413 -1.002
F -2.429 4.121 2.113
C 2.982 4.714 1.370
H -0.557 1.802 -2.032
C -1.491 3.041 -0.571
C -0.704 -2.716 -5.383
N 2.299 3.824 2.323
F -3.208 -0.876 5.401
O -0.698 -3.408 -1.626
C -0.275 -0.635 6.198
O -3.485 1.815 0.398
C 4.908 -1.145 -6.231
F -3.770 -0.148 3.409
H -3.588 3.599 -0.607
O -1.579 1.004 0.452
B -4.036 -0.055 4.756
F -0.976 -1.071 4.241
C 0.878 2.284 4.047
H 5.283 -0.282 -5.700
C -4.639 1.839 1.193
C 1.556 -0.682 -2.733
F 2.120 -2.180 -1.688
C -2.903 3.093 0.074
C 2.092 2.510 2.017
H 3.458 -4.354 -7.680
H -0.281 -3.292 0.351
C 3.082 -2.725 -6.378
H -0.369 -0.936 2.765
C 5.675 -3.780 -8.886
N -1.492 -0.194 6.583
N -1.177 -0.503 2.341
H 5.128 -3.620 -9.815
H 3.246 4.174 0.461
H -4.900 0.792 1.343
F 0.994 -1.963 4.783
H -1.779 -1.200 8.369
H 6.723 -3.499 -8.992
H 2.160 -3.178 -6.044
H 2.107 2.376 -3.817
F 1.435 -2.249 0.489
H 6.632 -1.690 -7.521
F 1.750 -0.395 -0.583
C -0.870 0.074 0.945
C 0.231 -0.618 0.120
C -1.915 0.514 3.251
F -5.352 -0.336 5.015
C -2.275 -1.162 7.399
C 1.207 3.553 4.409
C -1.191 1.793 5.408
H -1.770 4.882 -1.637
H -2.033 2.405 -2.482
H 0.137 -1.702 0.182
C -0.884 -3.496 -4.080
B -0.037 -1.943 3.855
B 2.226 -1.654 -0.434
C 3.846 -3.409 -7.330
H -2.070 -2.136 6.954
H -1.322 -1.819 -5.426
H 1.168 -1.103 -1.817
H 2.997 1.164 -5.740
H 0.310 -2.136 -2.938
B -2.590 -2.235 1.612
F 3.554 -1.629 -0.093
H 0.782 2.345 -1.775
H -2.800 -4.165 -4.885
F -3.002 -3.077 2.572
F -0.743 4.454 3.496
C 1.148 1.360 -1.485
H -1.205 1.332 3.370
H -0.242 -4.377 -4.105
H 0.317 -0.456 -0.955
C 2.163 1.298 -3.781
B -1.511 3.484 2.972
C 2.745 0.609 -4.848
C -0.662 -2.615 -2.819
H -2.996 1.176 6.638
H 0.887 3.889 5.384
H -2.757 0.902 2.678
F 0.460 -1.464 2.676
H -0.019 -1.603 6.603
C 1.831 4.345 3.488

Results
Total charge: +2
Orbital gap, eV: 3.2
LUMO, eV: -7.66
Total energy, eV: -111538.510
2S+1: 1


Record 3
Entry from OMol25: 7 unconnected molecules or ions with the total composition C35H60BrF7N8O6Si at a distorted geometry (wB97M-V/def2-TZVPD).

Geometry (Å):
C -0.818 -0.291 -4.430
H 3.818 -0.025 -1.765
F -3.551 -4.359 2.891
H -1.414 -0.704 -5.267
O 4.793 -6.279 -1.517
H -0.238 1.090 -2.151
C -9.505 3.627 3.330
H 8.650 -2.477 -0.127
H 6.002 -9.535 0.090
H -0.701 1.857 -4.534
Br 2.290 -4.530 1.313
C 1.745 5.335 -2.534
H 3.822 -4.412 -1.097
H 2.611 5.979 -2.685
C -0.393 -4.498 0.388
C -2.219 -1.950 -3.055
C -1.256 1.350 -2.483
C -7.170 4.499 3.134
C -4.110 -0.456 3.717
H 0.504 5.469 2.204
H 6.371 -0.701 -1.748
H -0.501 -5.255 1.161
H 2.093 0.004 -2.034
H 0.100 7.813 3.151
O -4.680 2.681 5.371
H -0.357 5.894 -4.907
H 3.779 -3.502 -2.682
H -6.576 -0.479 4.334
H 1.779 7.305 3.452
H -2.025 0.797 -1.922
H 0.854 7.008 -4.227
C 1.066 -2.872 -0.799
H -6.972 3.522 3.569
C -0.081 -2.516 -1.604
C 4.049 -7.179 -1.184
C 1.600 8.012 0.385
C 0.874 -3.863 0.151
N 4.435 -8.340 -0.616
H 3.551 -9.557 0.829
H 1.249 6.003 -5.643
H -6.765 1.288 4.224
F -5.198 -5.291 1.745
H 3.889 -0.422 0.695
H -3.092 1.751 4.521
H 2.956 -7.108 -1.326
N 7.541 -0.713 -0.066
F -4.828 -3.484 -0.274
H 1.443 8.909 2.770
H 1.461 2.983 -3.501
C -9.036 5.850 2.414
H -9.393 3.422 4.397
C 5.849 -8.561 -0.369
H 3.144 -0.936 -3.186
H 8.676 -0.675 1.692
H -9.269 2.723 2.764
C 3.961 -3.456 -1.594
N 1.177 4.981 -3.825
C -4.442 -4.207 1.905
Si 2.806 -2.090 -0.935
N 1.193 7.298 1.451
H -2.383 1.191 -4.393
H -3.056 -1.673 -3.712
C -0.959 -1.307 -3.304
O 5.553 0.380 -0.239
H 4.981 -3.045 -1.469
C 1.074 3.708 -4.238
H -6.369 0.541 5.779
H 9.500 -1.024 -0.708
C -4.162 1.747 4.790
C -1.446 -4.096 -0.375
H 6.396 -8.510 -1.312
H 2.777 -1.627 1.572
C 2.981 -0.644 -2.139
H 8.257 -1.791 -1.716
H -4.181 -1.370 4.309
C -3.800 -3.702 0.579
F -5.285 -3.222 2.324
H 0.216 -0.266 -4.807
H -1.415 2.426 -2.295
H 6.229 -7.780 0.292
N 0.103 -1.568 -2.574
C 3.485 -9.370 -0.245
C 8.543 -1.550 -0.694
C 0.807 5.910 1.257
H -6.786 5.276 3.796
O 0.605 3.350 -5.307
F -3.201 -2.524 0.847
C 0.704 6.040 -4.699
H 3.718 -10.291 -0.785
C -1.349 1.134 -4.016
C -2.812 -4.745 -0.092
O 1.675 7.586 -0.754
F -3.370 -5.259 -1.210
H -6.662 4.582 2.172
H 2.054 4.441 -1.993
H -10.134 5.892 2.313
C 7.739 -0.280 1.307
C 3.487 -1.458 0.749
C -1.337 -3.110 -1.410
O -8.325 6.773 2.073
H -0.020 5.857 0.547
N -2.476 -2.834 -2.121
H -10.537 3.912 3.130
H 4.353 -2.119 0.954
H -3.060 -0.209 3.568
H 1.869 9.051 0.636
H 7.757 0.810 1.346
N -8.598 4.689 2.944
H 1.002 5.868 -1.948
H 6.912 -0.635 1.923
F -2.654 -5.808 0.759
H 2.470 -9.062 -0.491
H 1.651 5.352 0.847
H -4.580 -0.618 2.745
N -4.796 0.619 4.409
C -6.212 0.478 4.701
C 6.428 -0.321 -0.714
C 1.126 7.868 2.782

Results
Orbital gap, eV: 8.5
LUMO, eV: -0.44
SMILES string: CCCc1cnc2c(C(F)(F)C(F)(F)C(F)(F)F)cc(Br)c([Si](C)(C)C)c2n1.CN(C)C=O.CN(C)C=O.CN(C)C=O.CN(C)C=O.CN(C)C=O.CN(C)C=O
Total energy, eV: -158417.867
2S+1: 1


Record 4
Entry from OMol25: a molecular structure, C35H60GaN4OPS2Si3 (wB97M-V/def2-TZVPD).

Geometry (Å):
H 3.216 2.846 3.239
C 0.178 3.298 2.729
H -0.641 3.936 2.396
H -2.735 -0.078 -2.975
S -0.726 -4.056 -2.088
C -0.788 4.959 -0.450
H 0.589 3.750 3.635
P -1.742 -2.490 -1.454
H 2.612 1.261 2.816
C -2.168 -3.963 0.889
C -3.651 0.974 2.077
H 4.558 -0.739 0.299
H 1.159 4.533 -2.694
C -3.820 -3.391 2.539
O 0.466 -0.251 2.274
C -3.414 -0.907 -3.118
H -0.158 -0.425 5.407
C 3.651 -2.540 0.925
C 2.645 -3.823 -0.967
C 2.288 4.838 1.173
N 2.540 -0.281 0.488
H 1.210 -3.203 -3.171
H 2.541 -0.251 1.505
Si 1.567 3.139 1.473
H -5.014 2.595 1.710
C -3.154 2.821 0.657
H -0.006 5.509 -0.976
H 3.212 4.801 0.594
H 4.286 2.952 -0.152
H 1.604 5.525 0.674
C -3.506 -1.977 0.620
H 3.425 -0.608 -1.944
H -0.598 3.396 -3.184
C -2.826 -4.243 2.080
H -1.024 1.732 -2.766
H 4.429 1.367 -0.913
C 2.932 2.213 2.394
H 1.932 -1.758 -3.551
H 3.839 2.053 1.809
Si 2.239 2.559 -1.566
C -4.546 -0.744 -3.906
C -3.161 -2.136 -2.520
H 2.892 0.636 0.223
C 3.613 -1.253 0.100
H -0.773 5.269 0.594
H -3.802 -1.120 0.024
C 2.129 4.293 -2.259
C 3.544 -1.542 -1.397
H -4.307 0.427 2.740
C 0.139 -0.805 3.323
H 4.487 -1.997 -1.715
C 1.945 1.379 -3.014
H -3.842 -4.166 -2.261
C -4.164 -2.261 1.805
H 2.538 5.274 2.143
C -5.424 -1.800 -4.090
C 2.387 -2.490 -1.643
H 2.365 5.054 -1.514
C -4.044 -3.201 -2.712
H -0.924 -2.386 2.315
H 1.487 -0.811 4.938
C -4.039 2.175 1.502
S -0.706 -0.681 -1.458
H -0.252 2.332 3.002
H -1.438 -4.658 0.493
H 1.344 1.871 -3.783
N 1.276 -3.137 0.941
H 3.595 -2.309 1.993
H 2.867 4.384 -3.061
H 2.882 -4.533 1.033
C -2.401 0.475 1.780
H 1.468 -2.059 -1.249
H -2.082 -0.477 2.176
H -2.586 -5.144 2.629
H -5.853 -3.856 -3.643
C 2.616 -3.591 0.543
C -2.490 -2.819 0.166
H 0.574 -3.751 0.537
N -1.539 1.114 0.981
H 2.898 1.112 -3.479
C -0.686 -2.050 3.323
N 2.097 -2.664 -3.105
H -1.608 -1.869 3.882
C 4.047 2.381 -1.049
H -3.427 3.761 0.196
H 1.185 -3.236 1.946
H 1.900 -4.566 -1.248
H 3.632 -4.203 -1.251
H -4.739 0.210 -4.379
Ga 0.364 0.395 0.292
C -1.897 2.279 0.411
H 2.843 -3.147 -3.608
Si -0.611 3.118 -0.707
H -4.353 -3.625 3.452
C -5.172 -3.029 -3.493
H 1.412 0.472 -2.723
H -0.156 -2.832 3.874
H 0.843 0.796 4.556
H -6.306 -1.669 -4.702
H 4.640 2.815 -1.859
H -1.740 5.281 -0.881
H -4.971 -1.623 2.142
C 0.989 2.292 -0.149
H -2.198 3.033 -2.561
C -1.139 2.774 -2.470
H 4.641 -2.974 0.764
C 0.591 -0.259 4.634

Results
Total charge: +2
Orbital gap, eV: 8.5
LUMO, eV: -4.87
Total energy, eV: -152239.952
2S+1: 1
Energy relative to the best compared isomer or geometry (same formula, charge and spin), kJ/mol: 0.00